(1)
The following is a quantum chemistry calculation of a structure of composition C19H13N3O4Sn, from the OMol25 dataset.

Energy   -1410.70888 a.u.
Molecular weight   466.04 Da
Total charge   +2
ΔE to the lowest compared entry with this formula, charge and spin   254.6 kJ/mol
HOMO level (alpha / beta)   -15.14 / -15.62 eV
Gap between HOMO and LUMO (alpha / beta)   6.84 / 5.84 eV

```
40
C19H13N3O4Sn | the OMol25 dataset | ωB97M-V/def2-TZVPD
Sn 0.14943 1.02459 -0.53664
O 2.35803 4.62788 1.25592
C 1.60499 3.60842 0.94888
O 1.99567 2.54526 0.48803
C 0.14832 3.79400 1.21762
C -0.41760 4.86309 1.87538
C -1.79210 4.82844 2.12468
C -2.53341 3.72423 1.74104
C -1.88198 2.69211 1.07825
N -0.58439 2.74901 0.81139
C -2.57209 1.39785 0.67054
O -3.71596 1.20093 0.94952
O -1.78477 0.57076 -0.00722
H 3.29180 4.44118 1.06503
H 0.19385 5.69629 2.19159
H -2.26834 5.65619 2.63254
H -3.59197 3.63369 1.94259
C -1.25127 -2.94206 4.11704
C 0.12814 -2.81715 4.36644
C 0.91092 -2.09046 3.51821
C 0.30692 -1.45328 2.38992
C -1.08971 -1.59851 2.14318
C -1.85385 -2.33490 3.00743
N 1.03523 -0.77401 1.46869
N 2.27906 -0.58967 1.73170
C 3.14343 -0.47356 0.70998
C 4.51188 -0.22779 1.02197
C 5.42753 -0.18930 -0.00039
C 5.02036 -0.38710 -1.32337
C 3.66331 -0.61604 -1.67513
C 2.78831 -0.60741 -0.65101
H -1.85915 -3.52292 4.79932
H 0.56208 -3.29508 5.23360
H 1.97012 -1.97231 3.69385
H -1.52902 -1.13983 1.26995
H -2.91352 -2.45410 2.83123
H 4.80521 -0.11221 2.05785
H 6.47434 -0.01609 0.20521
H 5.76219 -0.35582 -2.11282
H 3.38945 -0.75917 -2.71165
```

Löwdin population analysis, charges in e, atoms 1 to 5: Sn 1.529; O 0.208; C -0.452; O -0.038; C -0.160

***

(2)
The following is a quantum chemistry calculation of a structure of composition C19H13N4O6Pt, from the OMol25 dataset.

Energy   -1521.70206 a.u.
Multiplicity   3
Molecular weight   588.41 Da
Total charge   -1
ΔE to the lowest compared entry with this formula, charge and spin   0.0 kJ/mol
⟨S²⟩   2.04
HOMO level (alpha / beta)   -2.97 / -5.32 eV
Gap between HOMO and LUMO (alpha / beta)   5.63 / 6.17 eV

```
43
C19H13N4O6Pt | the OMol25 dataset | ωB97M-V/def2-TZVPD
Pt -0.65411 -0.74296 -0.69834
O -2.64386 -0.59255 -0.53534
C -3.18612 0.57066 -0.27964
C -4.41818 0.58037 0.39652
C -5.13104 1.73707 0.61926
C -4.62240 2.97699 0.16325
C -3.42504 3.02584 -0.47922
C -2.62610 1.84723 -0.72329
C -1.40958 2.01250 -1.33401
N -0.48909 0.95522 -1.54122
N 0.70116 1.29445 -2.03957
C 1.58038 0.32724 -1.84080
O 1.32941 -0.73484 -1.14905
C 2.93960 0.48572 -2.41103
C 3.93020 -0.44358 -2.10658
C 5.20292 -0.31142 -2.64615
C 5.49629 0.74557 -3.49632
C 4.50891 1.67339 -3.80283
C 3.23738 1.54462 -3.26542
H -4.79382 -0.38140 0.72270
H -6.07621 1.69758 1.14612
H -5.18575 3.88774 0.32602
H -3.03484 3.97545 -0.82913
H -1.06448 2.99450 -1.62690
H 3.68333 -1.26520 -1.44739
H 5.96667 -1.03966 -2.40319
H 6.48728 0.84428 -3.92249
H 4.73006 2.50002 -4.46680
H 2.46049 2.26062 -3.49640
O -0.26527 -4.65045 4.03077
C -0.11930 -3.45730 4.57114
O 0.04105 -3.29940 5.76229
C -0.16225 -2.27753 3.65886
C -0.00263 -0.99416 4.11959
N -0.09453 -0.18298 3.04892
N -0.30448 -0.85576 1.91391
C -0.35043 -2.12446 2.25592
C -0.58742 -3.13144 1.16564
O -0.59024 -4.32878 1.49187
O -0.76798 -2.71898 -0.02020
H -0.41582 -4.58854 3.03102
H 0.16208 -0.63590 5.12165
H -0.03629 0.82023 3.01588
```

Löwdin population analysis, charges in e, atoms 1 to 5: Pt 1.292; O -0.230; C -0.348; C -0.043; C -0.114

***

(3)
The following is a quantum chemistry calculation of a structure of composition C19H14Cl2N4O2Sc at a distorted geometry, from the OMol25 dataset.

Energy   -2782.97211 a.u.
Molecular weight   446.21 Da
Total charge   +1
ΔE to the lowest compared entry with this formula, charge and spin   67.8 kJ/mol
HOMO level   -10.65 eV
Gap between HOMO and LUMO   6.87 eV

```
42
C19H14Cl2N4O2Sc | the OMol25 dataset | ωB97M-V/def2-TZVPD
Sc 0.25293 -0.19458 -1.00356
O -3.50760 -1.22368 0.06584
C -2.39490 -1.14939 -0.40584
N -1.74536 -0.04979 -0.89928
C -2.23133 1.29347 -0.75910
C -3.55180 1.64479 -0.53713
C -3.88700 2.98290 -0.35381
C -2.91034 3.96020 -0.38114
C -1.57838 3.62033 -0.59663
C -1.23207 2.29503 -0.79491
N 0.10701 1.80940 -0.98133
C 1.22277 2.46990 -0.53302
O 1.30872 3.58384 -0.06744
C 2.49559 1.61303 -0.57934
C 3.68017 2.16601 -0.13163
C 4.81376 1.37325 -0.09088
C 4.73129 0.04774 -0.49872
C 3.51534 -0.43257 -0.92914
N 2.40979 0.32810 -0.97082
C -1.52625 -2.42033 -0.41389
C -2.05995 -3.59063 0.09031
C -1.25817 -4.71704 0.15938
C 0.05692 -4.64452 -0.28134
C 0.52031 -3.44422 -0.77149
N -0.24704 -2.34591 -0.83854
H -4.31055 0.87936 -0.50725
H -4.92102 3.25172 -0.18477
H -3.17494 4.99837 -0.23238
H -0.81377 4.38049 -0.61407
H 3.67474 3.20276 0.17235
H 5.75416 1.78012 0.25703
H 5.59299 -0.60378 -0.48448
H 3.41511 -1.45695 -1.26763
H -3.09040 -3.58068 0.41536
H -1.65096 -5.64452 0.55494
H 0.71377 -5.50163 -0.24687
H 1.53618 -3.35246 -1.13705
Cl 0.11462 -2.31056 3.51944
C 0.01014 -0.59016 3.29660
Cl 0.43487 -0.10076 1.59265
H 0.73508 -0.07940 3.91609
H -1.00444 -0.24726 3.45348
```

Löwdin population analysis, charges in e, atoms 1 to 5: Sc 1.060; O 0.097; C -0.457; N -0.033; C -0.198

***

(4)
The following is a quantum chemistry calculation of an isolated molecule of C19H14ClNO4 at a distorted geometry, from the OMol25 dataset.

Energy   -1548.33025 a.u.
Molecular weight   355.78 Da
ΔE to the lowest compared entry with this formula, charge and spin   0.0 kJ/mol
HOMO level   -8.18 eV
SMILES   O=C(NCc1ccc2c(c1)OCO2)c1ccc(-c2ccc(Cl)cc2)o1
Gap between HOMO and LUMO   8.42 eV

```
39
C19H14ClNO4 | the OMol25 dataset | ωB97M-V/def2-TZVPD
O 2.84635 1.45142 -0.54277
C 1.74321 1.82915 -0.20140
N 1.56853 2.59146 0.91015
H 2.42889 2.73648 1.42500
C 0.36330 2.74097 1.70248
C 0.40463 1.82075 2.89946
C 0.15493 0.46728 2.72865
C 0.22913 -0.43466 3.78637
C 0.56564 0.07397 5.01713
C 0.82343 1.43454 5.19679
C 0.75345 2.32569 4.15523
H 0.95507 3.37322 4.30682
O 1.13265 1.66908 6.50856
C 1.06812 0.41364 7.15195
O 0.70534 -0.57554 6.21256
H 2.05206 0.16970 7.58365
H 0.31778 0.45052 7.95756
H 0.03307 -1.48446 3.65082
H -0.10195 0.09959 1.74676
H -0.49599 2.50017 1.07734
H 0.28831 3.78267 2.02785
C 0.53982 1.56814 -1.02662
C -0.51294 2.36844 -1.40266
C -1.26779 1.62037 -2.32330
C -0.62760 0.40788 -2.45714
C -0.93643 -0.76108 -3.25591
C -2.09258 -0.81832 -4.03650
C -2.37157 -1.93469 -4.79857
C -1.49402 -3.00897 -4.78621
C -0.34028 -2.97262 -4.01750
C -0.06582 -1.85364 -3.25818
H 0.83164 -1.81251 -2.66083
H 0.33522 -3.81356 -4.01810
Cl -1.84334 -4.40586 -5.74043
H -3.26480 -1.97683 -5.40183
H -2.77674 0.01500 -4.04658
O 0.46909 0.39097 -1.67487
H -2.15826 1.94186 -2.82248
H -0.70212 3.37413 -1.08579
```

Löwdin population analysis, charges in e, atoms 1 to 5: O 0.087; C -0.434; N 0.091; H 0.155; C -0.143

***

(5)
The following is a quantum chemistry calculation of a structure of composition C19H14F3FeNO5S at a distorted geometry, from the OMol25 dataset.

Energy   -3124.63359 a.u.
Multiplicity   5
Molecular weight   481.23 Da
Total charge   -2
⟨S²⟩   6.13
HOMO level (alpha / beta)   1.35 / -1.50 eV
Gap between HOMO and LUMO (alpha / beta)   3.39 / 5.38 eV

```
44
C19H14F3FeNO5S | the OMol25 dataset | ωB97M-V/def2-TZVPD
O 2.76576 -2.05656 0.72733
C 1.89894 -1.28582 0.77156
Fe 0.61536 -0.20933 1.25145
C 1.71415 0.99541 2.02045
O 2.32782 1.74752 2.65439
C 0.47616 -0.89681 2.88505
O 0.56999 -1.25476 3.98215
C -0.83100 -1.37298 0.54846
C -2.18898 -1.18240 1.17233
C -2.45654 0.27589 1.63773
C -1.25496 1.11880 1.79622
C -0.48692 1.49780 0.67904
C -0.47597 0.80408 -0.57592
C -0.42821 -0.57730 -0.58367
H -0.50149 -2.42237 0.56767
H -2.98559 -1.46292 0.45904
H -2.29558 -1.86007 2.03487
H -3.13460 0.76080 0.90803
H -3.00309 0.24678 2.58676
H -1.06647 1.59973 2.75281
H -0.01493 2.48458 0.70222
H -0.25872 1.36241 -1.49070
H -0.03421 -1.11675 -1.45238
F -4.70348 -0.61368 6.23288
C -4.05603 -0.02892 5.21259
F -3.79008 -0.98264 4.28130
F -4.86095 0.90712 4.64887
S -2.48319 0.77120 5.84021
C -1.91751 1.75198 4.47763
C -0.87919 2.69441 4.84554
C -0.62202 3.79529 3.98918
C 0.36706 4.71912 4.28719
C 1.12134 4.58920 5.46192
C 2.13222 5.55930 5.78106
N 2.95603 6.34148 6.04570
C 0.89133 3.50020 6.31658
C -0.06722 2.54828 6.00402
O -2.93164 1.59585 6.93752
O -1.56411 -0.32425 6.04909
H -2.76587 2.14446 3.90451
H -1.22967 3.89636 3.08602
H 0.55140 5.55672 3.61032
H 1.47182 3.41240 7.23943
H -0.18121 1.68809 6.66634
```

Löwdin population analysis, charges in e, atoms 1 to 5: O 0.040; C -0.220; Fe 0.002; C -0.168; O 0.087

***

(6)
The following is a quantum chemistry calculation of a structure of composition C19H15AuF3N2OS, from the OMol25 dataset.

Energy   -1750.98745 a.u.
Molecular weight   573.37 Da
Total charge   +1
ΔE to the lowest compared entry with this formula, charge and spin   0.0 kJ/mol
HOMO level   -11.45 eV
Gap between HOMO and LUMO   7.02 eV

```
42
C19H15AuF3N2OS | the OMol25 dataset | ωB97M-V/def2-TZVPD
Au -0.78555 2.06306 -0.97568
N -3.56436 4.20409 -3.13400
C -2.86934 3.45754 -2.29714
O -1.64835 3.23990 -2.50282
C -3.51393 2.88505 -1.06402
C -2.75354 1.64769 -0.61631
H -3.10296 4.62779 -3.92476
H -4.54138 4.39237 -2.98639
H -4.56292 2.63126 -1.23942
H -3.49185 3.66058 -0.29497
H -2.87317 0.79265 -1.27949
H -2.89853 1.37626 0.42146
S 1.90326 0.84305 -5.02068
C 0.88431 1.69004 -3.93530
N 0.50101 1.04663 -2.87821
C 1.03769 -0.23868 -2.86276
C 0.82787 -1.20195 -1.87332
C 1.42846 -2.43230 -2.02117
C 2.23210 -2.71888 -3.13443
C 2.44569 -1.77910 -4.11882
C 1.83764 -0.53320 -3.97010
H 0.58204 2.70718 -4.14146
H 0.21725 -0.97393 -1.00951
H 1.27858 -3.19309 -1.26685
H 2.69106 -3.69413 -3.22217
H 3.06300 -2.00134 -4.97828
F 3.02395 -2.72538 6.15277
C 1.70987 -2.86795 5.91132
F 1.50752 -4.16138 5.60251
F 1.05860 -2.62200 7.05510
C 1.25992 -1.96714 4.79182
C 0.19677 -1.09611 4.96236
C -0.20721 -0.29360 3.90767
C 0.44981 -0.36794 2.68188
C 1.52496 -1.24616 2.52173
C 1.92827 -2.04201 3.57568
C 0.02375 0.43773 1.57313
C -0.26241 1.10858 0.61262
H -0.31057 -1.04115 5.91480
H -1.03081 0.39591 4.03213
H 2.03929 -1.29071 1.57098
H 2.76421 -2.71922 3.46008
```

Löwdin population analysis, charges in e, atoms 1 to 5: Au 1.164; N 0.232; C -0.484; O -0.108; C -0.149

***

Q: What is the formula in the sixth record?
A: C19H15AuF3N2OS